*a*
A cluster of 2 separate species, C4H5NO4 in total. Source: OMol25; level of theory: the ωB97M-V functional and the def2-TZVPD basis.

Geometry as XYZ:
```
14
Properties=species:S:1:pos:R:3
O -1.891 2.516 6.328
O 2.940 4.725 2.385
O -2.545 3.634 4.492
O 0.441 2.463 3.347
N 2.233 4.678 1.221
C 1.264 3.819 1.409
C -1.772 3.481 5.629
C 2.375 3.915 3.296
C 1.270 3.333 2.750
H 2.873 3.820 4.255
H -2.515 4.538 4.153
H 0.535 3.634 0.622
H -0.527 2.729 3.278
H -1.127 4.351 5.848
```

Properties
**Lowest unoccupied orbital energy**: 0.1 eV
**SMILES**: Oc1cnoc1.O=CO
**M**: 131.087 g mol⁻¹

natural (NBO) population analysis, charges in e, atoms 1 to 2:
1. O -0.519
2. O -0.264



*b*
A structure of composition C4H5NO4. Source: OMol25; level of theory: the ωB97M-V functional and the def2-TZVPD basis.

Geometry as XYZ:
```
14
Properties=species:S:1:pos:R:3
O -0.785 -0.770 -1.654
O -0.339 2.798 0.494
O 1.363 0.745 0.581
O 0.579 -1.774 1.304
N 0.481 -3.102 -0.469
C 0.432 0.669 -0.187
C 0.810 -1.915 -0.325
C -0.689 1.666 -0.236
C 0.151 -0.674 -0.909
H -0.878 1.883 -1.304
H 0.274 -3.269 0.809
H 1.059 -0.964 1.551
H -0.865 3.544 0.194
H -1.593 1.164 0.152
```

Properties
**Lowest unoccupied orbital energy**: -1.4 eV
**M**: 131.087 g mol⁻¹

natural (NBO) population analysis, charges in e, atoms 1 to 2:
1. O -0.430
2. O -0.689



Referenced to the most stable arrangement, the calculated values in eV are *a* 0.000; *b* 2.413.



*a*
The ion C10H13N2 with charge +1. Source: OMol25; level of theory: the ωB97M-V functional and the def2-TZVPD basis.

Geometry as XYZ:
```
25
Properties=species:S:1:pos:R:3
N 0.671 -0.395 1.512
N -0.247 -1.140 1.887
C 1.687 2.648 -0.107
C -1.511 -1.458 1.255
C 0.528 2.941 -0.822
C 0.864 0.394 0.506
C 0.135 0.503 -0.687
C 0.001 -1.967 3.043
C 1.810 1.519 0.579
C -0.329 1.984 -1.278
C 0.380 0.222 -3.306
C 0.297 0.726 -1.951
H 0.883 0.821 -4.001
H 2.368 3.506 -0.055
H 0.315 4.020 -0.832
H 0.105 -2.947 2.741
H -0.700 -1.809 3.810
H -1.450 -2.427 0.648
H -1.956 -0.637 0.701
H -2.053 -1.556 2.178
H -0.633 0.175 -3.607
H -1.369 2.175 -1.524
H 2.600 1.286 1.287
H 1.045 -0.651 -3.307
H 0.986 -1.683 3.335
```

Properties
**Lowest unoccupied orbital energy (alpha / beta)**: -4.7 / -4.7 eV
**SMILES**: CC1=C2C(N=[N+](C)C)=CC=C[C@@H]12
**Charge**: +1
**M**: 161.228 g mol⁻¹

natural (NBO) population analysis, charges in e, atoms 1 to 2:
1. N -0.053
2. N -0.053



*b*
A cluster of 2 separate species, C10H13N2 in total. Source: OMol25; level of theory: the ωB97M-V functional and the def2-TZVPD basis.

Geometry as XYZ:
```
25
Properties=species:S:1:pos:R:3
N 1.057 -1.338 0.386
N 1.472 -2.005 2.460
C 2.997 -2.763 0.719
C 3.267 -2.607 -0.583
C -1.037 1.700 -0.773
C 0.153 -0.602 1.110
C 1.344 -1.253 -0.957
C -0.860 2.515 0.457
C -1.993 0.664 -0.957
C 2.387 -1.877 -1.472
C 1.880 -2.075 1.260
C 0.308 -1.301 2.487
H -0.484 -2.089 2.594
H 0.102 2.300 0.959
H 4.072 -3.143 -1.017
H 3.636 -3.311 1.354
H 0.622 -0.679 -1.523
H -0.126 1.724 -1.325
H -2.161 0.132 -0.014
H 0.164 -0.539 3.419
H -2.847 1.228 -1.209
H -1.706 -0.129 -1.742
H 2.546 -1.716 -2.550
H -0.978 3.598 0.458
H -1.713 2.380 1.117
```

Properties
**Lowest unoccupied orbital energy**: -6.6 eV
**Charge**: +1
**M**: 161.228 g mol⁻¹

natural (NBO) population analysis, charges in e, atoms 1 to 2:
1. N -0.441
2. N -0.398



*c*
A cluster of 2 separate species, C10H13N2 in total. Source: OMol25; level of theory: the ωB97M-V functional and the def2-TZVPD basis.

Geometry as XYZ:
```
25
Properties=species:S:1:pos:R:3
N 1.191 -0.198 0.419
N -2.577 0.375 -1.053
C -3.853 0.738 0.701
C 2.956 1.441 -0.150
C -3.834 0.746 -0.651
C 1.011 -1.307 1.360
C 0.603 -0.702 -0.788
C -2.547 0.197 1.187
C 2.690 0.093 0.237
C 1.081 -1.394 -1.738
C -1.869 0.049 0.031
C 3.141 2.530 -0.613
H -4.522 1.203 -1.334
H 3.572 3.462 -0.872
H 0.442 -1.794 -2.615
H -4.676 1.157 1.337
H 1.064 -1.106 2.481
H 1.749 -2.157 1.187
H 2.123 -1.713 -1.818
H 0.006 -1.718 1.107
H -2.302 0.220 -2.056
H 3.033 -0.004 1.247
H -2.144 -0.060 2.181
H 3.064 -0.560 -0.480
H 0.601 0.503 0.694
```

Properties
**Lowest unoccupied orbital energy (alpha / beta)**: -5.0 / -4.6 eV
**Charge**: +1
**M**: 161.228 g mol⁻¹

natural (NBO) population analysis, charges in e, atoms 1 to 2:
1. N -0.418
2. N -0.599



Referenced to the most stable arrangement, the calculated values in eV are *a* 0.000; *b* 0.379; *c* 3.402.